1.
This record from the OMol25 dataset describes a 2-piece molecular cluster, C4H8O2 overall. The level of theory is ωB97M-V/def2-TZVPD.

The LUMO energy (spin up / spin down) is 0.33 / 0.40 eV. Its HOMO energy (spin up / spin down) is -0.28919 / -0.28947 Eh. As for the HOMO-LUMO gap (spin up / spin down): 8.1988 / 8.2738 eV.

Cartesian coordinates (Å):
C (-2.02174, -0.12327, -0.45697)
O (-1.43016, -0.14786, 0.70070)
C (-0.57814, -1.03094, 1.12996)
C (1.10113, -0.11133, -0.70578)
O (1.87407, -1.00252, -0.97724)
C (1.50297, 1.16910, -0.01722)
H (-2.66467, 0.72492, -0.63229)
H (0.04346, -0.12606, -1.07085)
H (-1.99899, -1.01279, -1.07766)
H (-0.19921, -0.85765, 2.12597)
H (-0.45367, -1.95994, 0.58381)
H (2.37205, 0.98895, 0.62109)
H (0.67623, 1.58840, 0.56533)
H (1.77668, 1.90099, -0.78884)


2.
This record from the OMol25 dataset describes a 2-piece molecular cluster, C4H8O2 overall. The level of theory is ωB97M-V/def2-TZVPD.

The LUMO energy is 0.85 eV. Its HOMO energy is -0.32376 Eh. As for the SMILES: C=CO.C=CO. As for the HOMO-LUMO gap: 9.6586 eV.

Cartesian coordinates (Å):
C (-0.61641, 0.42156, 1.59923)
C (-0.37052, 1.35392, 0.68270)
O (-1.18024, 1.72427, -0.33358)
H (-1.51814, -0.18610, 1.58358)
H (0.08614, 0.26724, 2.40855)
H (0.54702, 1.93452, 0.66111)
H (-1.97146, 1.17025, -0.30656)
C (0.68804, -0.34217, -1.73103)
C (0.94129, -1.05803, -0.64548)
O (0.12166, -2.07029, -0.23988)
H (-0.21923, -0.49971, -2.30417)
H (1.37936, 0.42943, -2.04424)
H (1.82296, -0.88441, -0.02689)
H (0.26743, -2.22571, 0.69952)


3.
This record from the OMol25 dataset describes a single C4H8O2 molecule in a non-equilibrium geometry. The level of theory is ωB97M-V/def2-TZVPD.

The LUMO energy is 0.49 eV. Its HOMO energy is -0.33187 Eh. As for the SMILES: OC/C=C\CO. As for the HOMO-LUMO gap: 9.5185 eV.

Cartesian coordinates (Å):
O (-1.82353, -1.10174, -0.34363)
C (-1.39196, 0.02784, 0.27756)
C (-0.36866, 0.99271, -0.10155)
C (1.02567, 0.89268, -0.14980)
C (1.70453, -0.49371, -0.21942)
O (1.07747, -1.59489, 0.27040)
H (-1.76885, -0.89794, -1.26739)
H (-2.33123, 0.91041, 0.29966)
H (-1.68328, -0.28647, 1.46451)
H (-0.83671, 1.96420, 0.22421)
H (1.70960, 1.81496, 0.00767)
H (2.52896, -0.31156, 0.61561)
H (2.09775, -0.36967, -1.21142)
H (0.06024, -1.54682, 0.13359)


4.
This record from the OMol25 dataset describes a 2-piece molecular cluster, C4H8O2 overall. The level of theory is ωB97M-V/def2-TZVPD.

The LUMO energy is 0.35 eV. Its HOMO energy is -0.37119 Eh. As for the SMILES: CC(C=O)C=O.[H][H]. As for the HOMO-LUMO gap: 10.4499 eV.

Cartesian coordinates (Å):
C (1.47545, -0.12715, -0.19332)
C (0.25967, -0.24592, 0.70988)
C (-0.52373, 1.05071, 0.86050)
O (-0.32059, 2.04441, 0.21072)
C (-0.76923, -1.25200, 0.21050)
O (-0.76174, -1.73257, -0.89405)
H (2.07500, -1.04127, -0.14923)
H (1.16832, 0.02568, -1.22957)
H (2.10078, 0.71788, 0.10720)
H (0.53163, -0.55677, 1.73186)
H (-1.34824, 1.01371, 1.60483)
H (-1.58148, -1.48932, 0.93042)
H (-1.07324, 1.09645, -1.86620)
H (-1.26187, 0.41055, -2.08053)


5.
This record from the OMol25 dataset describes a single C4H8O2 molecule. The level of theory is ωB97M-V/def2-TZVPD.

The LUMO energy is 0.81 eV. Its HOMO energy is -0.36940 Eh. As for the SMILES: OC[C@H]1C[C@H]1O. As for the HOMO-LUMO gap: 10.8641 eV.

Cartesian coordinates (Å):
O (-0.03811, 1.86176, -1.46875)
C (0.06206, 0.45425, -1.38501)
C (-0.71684, -0.16913, -0.24779)
C (-0.08937, -1.40125, 0.46163)
C (-0.21425, -0.07551, 1.14063)
O (0.96963, 0.64520, 1.29992)
H (0.37146, 2.20294, -0.66237)
H (1.10777, 0.14070, -1.30996)
H (-0.34879, 0.07189, -2.32475)
H (-1.79838, -0.01471, -0.35582)
H (0.93052, -1.72006, 0.16509)
H (-0.70093, -2.24820, 0.76216)
H (-0.96758, 0.08145, 1.92047)
H (1.43282, 0.17067, 2.00453)


6.
This record from the OMol25 dataset describes a single C4H8O2 molecule. The level of theory is ωB97M-V/def2-TZVPD.

The LUMO energy is 0.76 eV. Its HOMO energy is -0.34196 Eh. As for the SMILES: O=CCCCO. As for the HOMO-LUMO gap: 10.0681 eV.

Cartesian coordinates (Å):
O (-2.40756, 1.60526, 0.38111)
C (-1.33834, 1.04720, 0.29240)
C (-1.19610, -0.46767, 0.21456)
C (0.25266, -0.94092, 0.39270)
C (1.26226, -0.19351, -0.48532)
O (1.52508, 1.13560, -0.01748)
H (-0.38042, 1.60888, 0.24823)
H (-1.57279, -0.77997, -0.77249)
H (-1.87419, -0.91934, 0.95234)
H (0.55826, -0.86152, 1.44256)
H (0.31877, -2.00766, 0.12926)
H (2.20791, -0.74612, -0.49771)
H (0.87053, -0.17203, -1.51239)
H (1.77394, 1.69180, -0.76779)


7.
This record from the OMol25 dataset describes a 3-piece molecular cluster, C4H8O2 overall. The level of theory is ωB97M-V/def2-TZVPD.

The LUMO energy is 0.48 eV. Its HOMO energy is -0.35267 Eh. As for the SMILES: C1=CC1.C=O.O. As for the HOMO-LUMO gap: 10.0758 eV.

Cartesian coordinates (Å):
C (1.09513, -1.24126, -0.34216)
C (1.26851, -0.35565, 0.58415)
C (1.69639, 0.05655, -0.79439)
H (0.76169, -2.22523, -0.63466)
H (1.14152, -0.02346, 1.60223)
H (1.09383, 0.78018, -1.35923)
H (2.75908, 0.11595, -1.04205)
C (-1.66215, -0.27014, -0.77127)
O (-2.33510, -0.44873, 0.21593)
H (-1.03945, 0.63298, -0.90399)
H (-1.64663, -0.99402, -1.60719)
O (-0.80544, 1.26234, 1.99017)
H (-1.47796, 0.70031, 1.56932)
H (-0.79779, 2.07098, 1.46603)


8.
This record from the OMol25 dataset describes C4H8O2 as an isolated structure. The level of theory is ωB97M-V/def2-TZVPD.

The LUMO energy is 0.85 eV. Its HOMO energy is -0.30426 Eh. As for the HOMO-LUMO gap: 9.1244 eV.

Cartesian coordinates (Å):
C (-0.39714, 1.23876, -1.39843)
O (0.45600, 0.17450, -1.00459)
C (0.80729, 0.15753, 0.33824)
C (-0.25393, -0.25223, 1.31400)
C (0.45256, -1.58341, 1.09411)
O (-0.06413, -2.33672, 0.09879)
H (0.07788, 2.21877, -1.24968)
H (-1.34947, 1.22689, -0.84857)
H (-0.60054, 1.10011, -2.46532)
H (1.54827, 0.91184, 0.63784)
H (-1.28359, -0.17842, 0.95453)
H (-0.15304, 0.15796, 2.31940)
H (1.51406, -0.96088, 0.61964)
H (-0.75421, -1.87470, -0.40997)


9.
This record from the OMol25 dataset describes a single C4H8O2 molecule. The level of theory is ωB97M-V/def2-TZVPD.

The LUMO energy is 0.72 eV. Its HOMO energy is -0.36558 Eh. As for the SMILES: C[C@H](C=O)CO. As for the HOMO-LUMO gap: 10.6699 eV.

Cartesian coordinates (Å):
C (-0.82279, -0.77467, 0.70178)
C (-0.09641, 0.49333, 0.14667)
C (-1.06245, 1.03833, -0.89419)
O (-1.98843, 1.77242, -0.64666)
C (1.27610, 0.08460, -0.41321)
O (1.76153, -1.06692, 0.25127)
H (-1.60302, -0.44829, 1.37998)
H (-0.21604, -1.51797, 1.22749)
H (-1.27332, -1.33541, -0.12406)
H (0.00830, 1.27890, 0.91064)
H (-0.91058, 0.64154, -1.92573)
H (1.19344, -0.19197, -1.47215)
H (2.01319, 0.89997, -0.33993)
H (1.72047, -0.87385, 1.19810)


10.
This record from the OMol25 dataset describes C4H8O2 as an isolated structure in a non-equilibrium geometry. The level of theory is ωB97M-V/def2-TZVPD.

The LUMO energy is 0.95 eV. Its HOMO energy is -0.36879 Eh. As for the HOMO-LUMO gap: 10.9883 eV.

Cartesian coordinates (Å):
C (-0.77886, -0.50507, 1.36471)
C (-0.49536, 0.82736, 0.71728)
O (0.86865, 1.23213, 0.72429)
C (0.24384, 0.90875, -0.54908)
C (0.50164, -0.61112, -1.43889)
O (1.59115, -1.20712, -0.83715)
H (-0.00086, -1.22807, 1.09712)
H (-1.75317, -0.88690, 1.04075)
H (-0.79833, -0.40213, 2.45450)
H (-1.20015, 1.63149, 0.92713)
H (0.17712, 1.77152, -1.20741)
H (0.68747, -0.26580, -2.45913)
H (-0.45616, -1.11102, -1.30339)
H (1.41302, -0.15403, -0.53074)


11.
This record from the OMol25 dataset describes a single C4H8O2 molecule. The level of theory is ωB97M-V/def2-TZVPD.

The LUMO energy is 0.64 eV. Its HOMO energy is -0.32122 Eh. As for the HOMO-LUMO gap: 9.3770 eV.

Cartesian coordinates (Å):
O (0.83107, -0.60498, -2.24208)
C (0.61498, 0.06250, -1.01784)
C (-0.76663, -0.25481, -0.43704)
C (-0.95489, 0.19596, 1.00341)
O (0.12045, -0.35317, 1.80967)
C (1.24016, 0.28474, 1.96608)
H (0.99053, -1.53491, -2.03849)
H (0.70936, 1.13343, -1.22724)
H (-0.92930, -1.33822, -0.49132)
H (-1.53938, 0.21410, -1.05758)
H (-1.88258, -0.19374, 1.42948)
H (-0.92972, 1.28704, 1.11121)
H (1.09258, 1.30076, 1.48732)
H (1.40337, -0.19871, -0.29558)


12.
This record from the OMol25 dataset describes a single C4H8O2 molecule. The level of theory is ωB97M-V/def2-TZVPD.

The LUMO energy is 1.12 eV. Its HOMO energy is -0.35926 Eh. As for the SMILES: CC1OCCO1. As for the HOMO-LUMO gap: 10.8920 eV.

Cartesian coordinates (Å):
C (1.49600, 0.09293, -1.32193)
C (0.41354, 0.56031, -0.37777)
O (-0.83199, -0.01272, -0.77364)
C (-1.35104, -0.68595, 0.35964)
C (-0.68242, 0.06547, 1.49435)
O (0.63163, 0.17297, 0.96039)
H (2.46681, 0.53963, -1.09173)
H (1.20021, 0.39831, -2.33061)
H (1.57561, -0.99762, -1.30041)
H (0.31052, 1.65747, -0.41374)
H (-2.44223, -0.66180, 0.32348)
H (-1.00504, -1.72861, 0.38669)
H (-0.66202, -0.46663, 2.44717)
H (-1.11957, 1.06624, 1.63811)


13.
This record from the OMol25 dataset describes a single C4H8O2 molecule. The level of theory is ωB97M-V/def2-TZVPD.

The LUMO energy is 1.05 eV. Its HOMO energy is -0.37068 Eh. As for the SMILES: COC[C@H]1CO1. As for the HOMO-LUMO gap: 11.1345 eV.

Cartesian coordinates (Å):
C (-2.34225, 0.35332, -0.21594)
O (-1.15313, -0.33720, -0.51324)
C (-0.15072, -0.08062, 0.44037)
C (1.15259, -0.71919, -0.03657)
C (2.33894, 0.07567, -0.31251)
O (2.21473, -0.63123, 0.91066)
H (-2.75063, 0.05899, 0.76435)
H (-2.18195, 1.44361, -0.20957)
H (-3.07432, 0.11113, -0.99034)
H (-0.45483, -0.46606, 1.43237)
H (0.00013, 1.00648, 0.55728)
H (1.05679, -1.65596, -0.56530)
H (2.25406, 1.15624, -0.26251)
H (3.09056, -0.31520, -0.99904)


14.
This record from the OMol25 dataset describes a 2-piece molecular cluster, C4H8O2 overall. The level of theory is ωB97M-V/def2-TZVPD.

The LUMO energy is 0.52 eV. Its HOMO energy is -0.33962 Eh. As for the SMILES: O=C1C[C@H]1O.C. As for the HOMO-LUMO gap: 9.7634 eV.

Cartesian coordinates (Å):
O (0.75265, 1.86509, 0.67369)
C (0.76996, 0.67795, 0.84179)
C (0.23863, -0.49297, 1.55276)
C (1.39386, -0.63578, 0.53807)
O (1.09749, -1.36841, -0.61272)
H (0.44210, -0.63319, 2.61165)
H (-0.71776, -0.88751, 1.21101)
H (2.38471, -0.80603, 0.96569)
H (1.53091, -0.95096, -1.36796)
C (-1.57825, 0.64664, -1.28709)
H (-2.43724, 0.32713, -0.69333)
H (-0.88207, -0.19038, -1.38069)
H (-1.91018, 0.97031, -2.27124)
H (-1.08481, 1.47811, -0.78164)


15.
This record from the OMol25 dataset describes a 2-piece molecular cluster, C4H8O2 overall. The level of theory is ωB97M-V/def2-TZVPD.

The LUMO energy is 0.79 eV. Its HOMO energy is -0.32785 Eh. As for the SMILES: OC1=C[C@@H](O)C1.[H][H]. As for the HOMO-LUMO gap: 9.7086 eV.

Cartesian coordinates (Å):
O (2.14447, 0.95347, -0.52014)
C (0.90246, 0.44224, -0.44432)
C (-0.31305, 0.99939, -0.46199)
C (-0.98382, -0.33896, -0.22236)
O (-1.79906, -0.87152, -1.24532)
C (0.43278, -0.97683, -0.24621)
H (2.78154, 0.22888, -0.49924)
H (-0.68469, 2.01256, -0.56463)
H (-1.47735, -0.43546, 0.75659)
H (-2.57323, -0.30140, -1.32767)
H (0.56757, -1.64633, -1.10152)
H (0.75053, -1.47269, 0.67897)
H (0.12764, 0.54786, 2.93756)
H (0.12421, 0.85880, 2.26028)


16.
This record from the OMol25 dataset describes C4H8O2 as an isolated structure in a non-equilibrium geometry. The level of theory is ωB97M-V/def2-TZVPD.

The LUMO energy is 0.54 eV. Its HOMO energy is -0.33819 Eh. As for the HOMO-LUMO gap: 9.7445 eV.

Cartesian coordinates (Å):
C (2.10368, 0.37220, -0.44764)
O (1.31675, -0.20730, 0.56359)
C (-0.88291, 0.13262, -0.14362)
C (-2.07440, -0.75328, 0.09739)
C (0.10326, 0.42611, 0.85373)
O (-0.20471, 1.69634, 0.49903)
H (3.11929, 0.35922, -0.05446)
H (2.08141, -0.19719, -1.39088)
H (1.78724, 1.40213, -0.63555)
H (-0.58696, 0.31595, -1.16716)
H (-2.20380, -1.45624, -0.74568)
H (-1.95206, -1.35716, 1.00833)
H (-2.98204, -0.16338, 0.17447)
H (-0.15693, 0.21219, 1.89938)


17.
This record from the OMol25 dataset describes C4H8O2 as an isolated structure. The level of theory is ωB97M-V/def2-TZVPD.

The LUMO energy is 0.31 eV. Its HOMO energy is -0.34059 Eh. As for the HOMO-LUMO gap: 9.5786 eV.

Cartesian coordinates (Å):
O (1.70562, -1.36449, -0.49562)
C (1.36385, -0.01026, -0.71801)
C (0.38938, 0.49027, 0.35158)
C (-0.96183, 1.14983, -0.02611)
C (-0.87554, -0.28421, 0.36413)
O (-1.18690, -1.42295, -0.24141)
H (0.84980, -1.84083, -0.50333)
H (0.91249, 0.14548, -1.71426)
H (2.29610, 0.56784, -0.68502)
H (0.82629, 0.81245, 1.29629)
H (-1.17956, 1.33780, -1.07875)
H (-1.36210, 1.88743, 0.66812)
H (-1.29997, -0.35616, 1.72692)
H (-1.45182, -1.13298, 1.13138)


18.
This record from the OMol25 dataset describes a single C4H8O2 molecule in a non-equilibrium geometry. The level of theory is ωB97M-V/def2-TZVPD.

The LUMO energy is 0.43 eV. Its HOMO energy is -0.24323 Eh. As for the HOMO-LUMO gap: 7.0443 eV.

Cartesian coordinates (Å):
O (-1.11215, -0.30922, -0.09734)
C (-1.69722, 0.40272, -1.40674)
C (-0.03821, 0.76522, -0.11360)
C (0.87573, 0.32111, 1.00767)
C (1.51147, -1.01522, 0.75103)
O (1.04591, -1.86936, 0.01867)
H (-0.68418, -1.18666, -0.28779)
H (-2.73492, 0.54274, -1.12490)
H (-1.58306, -0.38083, -2.15534)
H (-0.49140, 1.74203, 0.09119)
H (0.51379, 0.87615, -1.05877)
H (1.65136, 1.07256, 1.16496)
H (0.28444, 0.24844, 1.92818)
H (2.45845, -1.20970, 1.28279)


Relative energy (zero: lowest compared OMol25 entry of this formula, charge and spin) values (in kcal/mol) by entry order: 111.9; 57.9; 111.5; 53.8; 46.2; 33.1; 98.1; 117.5; 35.2; 113.8; 96.9; 28.7; 59.8; 68.0; 72.4; 88.9; 138.8; 136.0.